[1]
Molecular formula: C34H91N7O14
Method: DFT, ωB97M-V/def2-TZVPD

Output
Orbital gap, eV: 8.3
LUMO level, eV: 0.40
Strongest force on any atom, eV Å⁻¹: 3.28
E, eV: -75821.412
Structure (SMILES): COCCNCCOC.COCCNCCOC.COCCNCCOC.COCCNCCOC.COCCNCCOC.NC(N)=O.CO.CO.CO

Structure (ORCA input):
```
! RIJCOSX wB97M-V def2-TZVPD def2/J DEFGRID3
* xyz 0 1
C -5.716 -3.676 3.595
O -4.833 -3.504 2.492
C -4.789 -2.139 2.042
C -3.791 -2.123 0.877
N -2.391 -2.482 1.312
C -1.636 -2.935 0.124
C -0.270 -3.346 0.587
O -0.481 -4.541 1.398
C 0.662 -4.710 2.276
H -6.478 -2.889 3.714
H -5.092 -3.592 4.496
H -6.111 -4.684 3.611
H -4.306 -1.526 2.801
H -5.806 -1.744 1.822
H -3.738 -1.165 0.440
H -4.177 -2.826 0.116
H -2.422 -3.371 1.839
H -1.583 -2.161 -0.676
H -2.090 -3.904 -0.216
H 0.274 -2.617 1.198
H 0.304 -3.570 -0.327
H 1.645 -4.897 1.761
H 0.559 -5.644 2.858
H 0.760 -3.844 2.968
C -2.655 0.841 8.591
O -2.191 1.530 7.442
C -3.153 1.662 6.441
C -2.543 2.495 5.277
N -1.476 1.853 4.621
C -1.576 0.466 4.232
C -0.484 0.109 3.282
O 0.685 -0.076 4.079
C 1.806 -0.585 3.452
H -3.707 0.948 8.835
H -1.991 1.021 9.418
H -2.557 -0.269 8.350
H -3.963 2.270 6.800
H -3.542 0.651 6.172
H -2.205 3.443 5.681
H -3.389 2.752 4.570
H -0.514 2.027 4.906
H -2.579 0.322 3.771
H -1.495 -0.212 5.081
H -0.338 0.861 2.529
H -0.809 -0.925 2.837
H 1.549 -1.630 3.149
H 2.599 -0.678 4.174
H 2.084 0.049 2.618
C 0.826 3.325 -2.607
O -0.097 4.336 -2.942
C -0.969 3.790 -3.936
C -2.296 4.510 -3.949
N -3.018 4.206 -2.711
C -4.356 4.819 -2.575
C -5.367 3.775 -2.897
O -6.635 4.367 -3.145
C -7.682 3.457 -3.075
H 1.494 3.707 -1.800
H 1.575 3.197 -3.362
H 0.356 2.325 -2.357
H -1.172 2.744 -3.768
H -0.435 3.954 -4.855
H -2.903 4.318 -4.846
H -2.205 5.578 -3.948
H -2.399 4.419 -1.886
H -4.503 5.603 -3.296
H -4.514 5.246 -1.636
H -5.457 3.048 -2.043
H -5.030 3.136 -3.726
H -7.474 2.550 -3.710
H -8.625 3.930 -3.345
H -7.778 3.041 -2.083
C 4.884 -3.693 2.828
O 5.558 -2.683 2.069
C 4.820 -1.675 1.455
C 5.560 -1.273 0.211
N 5.612 -2.426 -0.725
C 6.472 -2.225 -1.896
C 6.867 -3.592 -2.454
O 7.512 -3.476 -3.679
C 7.838 -4.771 -4.244
H 4.243 -4.227 2.126
H 4.248 -3.367 3.654
H 5.625 -4.386 3.265
H 4.639 -0.857 2.113
H 3.829 -2.036 1.090
H 6.609 -0.975 0.339
H 4.909 -0.489 -0.274
H 6.024 -3.188 -0.173
H 7.414 -1.706 -1.638
H 5.855 -1.716 -2.639
H 5.957 -4.152 -2.600
H 7.601 -4.068 -1.704
H 8.647 -5.208 -3.663
H 8.111 -4.581 -5.301
H 6.915 -5.358 -4.292
C -2.188 -0.726 -4.188
O -1.782 -0.216 -2.979
C -2.738 0.504 -2.249
C -2.162 0.997 -0.979
N -3.199 1.699 -0.281
C -2.792 2.134 1.080
C -1.738 3.195 1.148
O -2.295 4.412 0.684
C -1.401 5.446 0.473
H -1.328 -1.138 -4.730
H -2.535 0.092 -4.843
H -2.996 -1.430 -4.159
H -3.576 -0.105 -1.978
H -3.095 1.341 -2.849
H -1.242 1.563 -1.146
H -1.882 0.172 -0.260
H -3.517 2.596 -0.744
H -2.403 1.240 1.561
H -3.569 2.594 1.698
H -0.789 2.969 0.622
H -1.532 3.316 2.266
H -1.884 6.346 0.110
H -0.636 5.189 -0.292
H -0.842 5.670 1.421
N 4.992 1.249 -3.094
C 4.472 1.683 -1.947
N 5.379 2.119 -1.009
O 3.270 1.634 -1.695
H 5.887 1.618 -3.414
H 4.382 0.966 -3.821
H 6.358 1.990 -0.992
H 5.017 2.644 -0.226
C 3.013 -4.179 -2.229
O 3.071 -2.938 -1.597
H 3.223 -4.943 -1.474
H 2.035 -4.175 -2.646
H 3.742 -4.286 -3.058
H 3.987 -2.824 -1.239
C 1.194 -0.280 -0.138
O 1.589 0.946 0.458
H 0.367 -0.613 0.472
H 0.791 -0.119 -1.131
H 2.053 -0.988 -0.242
H 2.171 1.341 -0.246
C 1.730 -0.058 -4.280
O 2.926 0.246 -5.057
H 1.553 0.553 -3.401
H 0.854 -0.116 -4.896
H 1.740 -1.036 -3.798
H 3.190 -0.578 -5.471
*
```


[2]
Molecular formula: C4H8N2O2S
Method: DFT, ωB97M-V/def2-TZVPD

Output
Orbital gap, eV: 9.7
LUMO level, eV: 0.61
Strongest force on any atom, eV Å⁻¹: 6.85
E, eV: -22181.712
ΔE to the lowest compared entry with this formula, charge and spin, kJ/mol: 641.0

Structure (ORCA input):
```
! RIJCOSX wB97M-V def2-TZVPD def2/J DEFGRID3
* xyz 0 1
C 1.494 -0.670 0.940
C 0.330 -1.601 0.575
C 1.052 0.760 0.494
C -0.186 -1.263 -0.792
N -1.478 0.940 -0.321
N -2.206 2.279 -1.115
O -1.457 2.779 -1.888
O -3.193 2.572 -0.601
S -0.077 0.631 -0.906
H 1.650 -0.656 1.971
H 2.369 -1.042 0.380
H 0.715 -2.571 0.982
H -0.410 -1.275 1.218
H 0.497 1.200 1.320
H 1.880 1.228 0.203
H 0.368 -1.821 -1.617
H -1.350 -1.491 -0.841
*
```


[3]
Molecular formula: C3H10IN2
Method: DFT, ωB97M-V/def2-TZVPD

Output
Orbital gap, eV: 10.2
LUMO level, eV: -3.39
Strongest force on any atom, eV Å⁻¹: 4.35
E, eV: -14346.279
ΔE to the lowest compared entry with this formula, charge and spin, kJ/mol: 107.9
Structure (SMILES): C[C@H](I)[NH2+]CN

Structure (ORCA input):
```
! RIJCOSX wB97M-V def2-TZVPD def2/J DEFGRID3
* xyz 1 1
C 0.825 -1.731 0.087
C 1.338 -0.486 -0.409
I 3.286 0.158 0.132
N 0.384 0.665 0.046
C -1.323 0.366 -0.107
N -1.890 1.545 0.322
H 0.434 -1.559 1.103
H -0.019 -1.888 -0.486
H 1.502 -2.602 0.105
H 1.276 -0.495 -1.540
H 0.453 1.520 -0.543
H 0.566 0.888 0.982
H -1.537 0.077 -1.083
H -1.425 -0.577 0.586
H -1.655 1.861 1.233
H -2.216 2.259 -0.429
*
```


[4]
Molecular formula: C4H13N2O2
Method: DFT, ωB97M-V/def2-TZVPD

Output
Orbital gap, eV: 5.4
LUMO level, eV: -7.84
Strongest force on any atom, eV Å⁻¹: 3.45
E, eV: -11422.821
ΔE to the lowest compared entry with this formula, charge and spin, kJ/mol: 641.9

Structure (ORCA input):
```
! RIJCOSX wB97M-V def2-TZVPD def2/J DEFGRID3
* xyz 1 1
N 0.694 -0.713 1.353
C 0.805 0.504 0.561
C -0.376 1.343 0.150
C -1.536 1.071 -0.744
O -2.800 0.554 0.056
C 1.560 0.018 -0.715
N 2.902 -0.485 -0.286
H -2.770 1.017 0.935
H -0.174 -1.264 1.094
H 0.724 -0.588 2.390
H 1.543 1.107 1.125
H -1.503 0.317 -1.569
H -0.530 2.280 0.682
H -1.879 2.045 -1.169
H 1.633 0.839 -1.516
H 0.955 -0.848 -1.054
H 2.853 -1.444 0.022
H 3.690 -0.402 -0.946
H -2.172 -2.609 -0.046
H -2.063 -0.924 -0.023
O -1.554 -1.816 -0.302
*
```